w | Below is one molecule with the formula H2O4S3, with properties calculated with ωB97M-V/def2-TZVPD.

Structure (XYZ):
```
9
Properties=species:S:1:pos:R:3:nbo_charge:R:1
S -1.2061 1.1715 0.7151 0.40
S 0.0396 -0.2316 -0.3343 1.75
S 2.0311 0.4712 0.1091 0.33
O 1.1319 1.8731 -0.1341 -0.86
O -0.1352 0.1434 -1.6981 -0.90
O -2.3023 0.0095 0.6925 -0.84
O -0.3791 -1.5247 0.1420 -0.89
H -2.3046 -0.4160 -0.1552 0.49
H 1.5946 2.5776 0.4104 0.51
```

Output
* frontier orbital gap: 8.11 eV
* structure (SMILES): O=S(=O)(SO)SO
* HOMO level: -9.31 eV
* E_LUMO: -1.20 eV
* total charge: 0


x | Below is one molecule with the formula H2O4S3, with properties calculated with ωB97M-V/def2-TZVPD.

Structure (XYZ):
```
9
Properties=species:S:1:pos:R:3:nbo_charge:R:1
S 0.9269 1.5911 -0.3466 1.40
S -1.0640 1.1285 -0.3313 0.30
S -1.6939 -1.1011 1.6766 0.87
O 1.0516 2.6317 -1.3289 -0.95
O -0.9265 0.1633 1.1572 -0.84
O -0.9484 -2.3775 1.0526 -0.90
O 1.6107 0.3300 -1.2531 -0.88
H 1.6070 0.7255 -2.1678 0.49
H -0.5633 -3.0916 1.5414 0.51
```

Output
* frontier orbital gap: 7.87 eV
* HOMO level: -8.66 eV
* E_LUMO: -0.80 eV
* total charge: 0


Unit: hartree. Relative energies: w 0.0054; x 0.0000.


w | Below is C8H16O2 as an isolated structure, with properties calculated with ωB97M-V/def2-TZVPD.

Structure (XYZ):
```
26
Properties=species:S:1:pos:R:3:nbo_charge:R:1
O 0.0576 1.3012 -0.1262 -0.60
O -1.0186 -0.3954 -1.8456 -0.67
C -0.5764 1.5304 2.2332 -0.65
C -0.0373 -0.8621 -1.0648 0.42
C 1.7345 -0.1466 -1.8755 -0.70
C 0.0060 -2.3518 -0.9967 -0.66
C -2.3267 1.0989 0.5020 -0.66
C 1.6101 -0.3899 0.8785 -0.67
C -0.9034 0.8486 0.9280 0.08
C 0.5085 0.0059 -0.0697 0.35
H 2.3742 -1.0224 -1.8382 0.20
H -0.0627 -2.7633 -2.0032 0.23
H 2.3548 0.4043 0.8959 0.23
H -0.8517 -2.6938 -0.4147 0.24
H -1.1477 1.0732 3.0442 0.21
H -0.8320 2.6018 2.1994 0.19
H -2.4908 2.1619 0.2603 0.19
H -2.9981 0.8388 1.3225 0.22
H -2.6435 0.5076 -0.3592 0.21
H 1.2300 -0.5366 1.8867 0.25
H 1.3023 0.0165 -2.8576 0.21
H -1.0568 0.5702 -1.7011 0.50
H 2.2628 0.7536 -1.5785 0.22
H 0.9143 -2.7082 -0.5206 0.23
H 0.4768 1.4687 2.5071 0.21
H 2.1138 -1.3115 0.5937 0.22
```

Output
* frontier orbital gap: 7.56 eV
* HOMO level: -6.75 eV
* E_LUMO: 0.81 eV
* total charge: 0


x | Below is a 3-piece molecular cluster, C8H16O2 overall, with properties calculated with ωB97M-V/def2-TZVPD.

Structure (XYZ):
```
26
Properties=species:S:1:pos:R:3:nbo_charge:R:1
O -0.4899 -1.7114 -2.4548 -0.99
O 1.3776 -1.9009 -0.5316 -0.93
C 0.5822 1.7209 -0.3124 -0.02
C 0.8085 0.4153 1.8135 -0.66
C 0.6291 2.9716 0.1512 -0.39
C 0.9998 1.3483 -1.6874 -0.65
C 0.0556 0.6290 0.5271 -0.01
C -2.0123 -1.0821 2.1968 -0.37
C -1.0095 -0.0869 0.1754 -0.24
C -1.6054 -1.1828 0.9162 -0.24
H -1.8774 -0.1911 2.7856 0.19
H 1.7754 -1.0345 -0.5895 0.48
H 0.3492 0.6332 -2.1320 0.24
H -0.5361 -2.6123 -2.8957 0.47
H 0.5863 1.2361 2.5152 0.23
H -2.4705 -1.8712 2.7710 0.20
H 0.4765 -0.5088 2.3352 0.22
H 0.8310 -1.9013 0.2464 0.49
H -1.5129 0.0945 -0.7842 0.23
H 1.0609 2.2008 -2.3612 0.22
H 0.1626 -1.7825 -1.7623 0.49
H 0.9946 3.7987 -0.3937 0.19
H -1.8116 -2.1300 0.3602 0.22
H 1.9971 0.9152 -1.6841 0.20
H 0.3036 3.2725 1.1420 0.19
H 1.8828 0.3790 1.6558 0.21
```

Output
* frontier orbital gap: 9.49 eV
* structure (SMILES): C=C/C=C(\C)C(=C)C.O.O
* HOMO level: -8.77 eV
* E_LUMO: 0.72 eV
* total charge: 0


Unit: hartree. Relative energies: w 0.1002; x 0.0000.